# 1
2
Properties=species:S:1:pos:R:3:forces:R:3:lowdin_charge:R:1 method="wB97M-V/def2-TZVPD" gap_ev=6.42 energy_ev=-12879.9979 relative_energy_ev=0.048 smiles="O=S" multiplicity=1
O 0.000 0.000 -1.015 0.00 0.00 2.22 -0.696
S 0.000 0.000 0.507 0.00 0.00 -2.22 0.696

***

# 2
32
Properties=species:S:1:pos:R:3:forces:R:3:lowdin_charge:R:1 method="wB97M-V/def2-TZVPD" gap_ev=7.87 energy_ev=-46299.3443 relative_energy_ev=0.000 smiles=C[C@H](Sc1ccc2nnc(-c3cccs3)n2n1)c1nnco1 multiplicity=1
N 2.353 2.266 -0.662 1.65 0.26 -0.66 0.043
N -0.575 -0.737 0.741 -0.07 0.29 0.27 0.122
N -0.182 -4.180 0.797 0.89 -2.25 -0.04 0.059
N 0.098 -3.968 -0.532 -0.66 0.41 1.31 0.090
N 0.994 2.261 -0.759 -0.27 -0.58 0.43 0.103
O 1.568 2.293 1.374 0.33 -0.58 -0.31 0.068
S 0.736 -2.954 -3.376 -0.11 1.02 -0.50 1.019
S -1.231 1.263 2.359 0.04 0.09 -0.15 1.023
C 2.703 2.281 0.570 -1.91 0.12 -0.59 -0.130
C -0.856 -0.416 1.984 0.46 -1.28 -1.04 -0.554
C -0.362 -3.059 1.403 -0.82 0.42 0.47 -0.310
C -0.014 -2.680 -0.729 -0.11 0.67 -0.13 -0.309
C 0.566 2.202 0.451 0.05 0.33 0.04 -0.411
C 0.767 -1.508 -4.391 0.00 -0.30 0.92 -0.382
C 0.411 -0.404 -3.677 -0.52 -0.85 0.39 -0.184
C -0.895 -1.396 3.077 0.45 -1.38 -1.44 -0.061
C -0.674 -2.729 2.788 -0.08 1.31 -0.25 0.052
C -0.019 -0.713 -2.337 0.75 0.64 0.01 -0.120
C 0.175 -2.031 -2.008 -0.15 0.59 -0.61 -0.471
N -0.324 -2.059 0.465 -0.01 1.28 0.65 0.032
C -1.397 3.617 1.021 -0.46 -0.10 0.21 -0.111
C -0.888 2.174 0.798 0.06 0.32 0.54 -0.530
H 3.718 2.280 0.926 -0.22 0.04 0.51 0.130
H 1.051 -1.501 -5.439 0.07 -0.37 0.33 0.067
H 0.434 0.588 -4.087 -0.14 0.24 -0.06 0.097
H -1.069 -1.082 4.077 -0.22 0.28 0.55 0.089
H -0.723 -3.500 3.576 0.13 0.43 -0.74 0.127
H -0.326 0.078 -1.637 0.17 -0.69 -0.36 0.078
H -1.169 4.265 0.154 -0.21 -0.52 0.33 0.097
H -0.924 4.068 1.903 -0.11 -0.12 -0.15 0.080
H -2.490 3.552 1.197 0.60 0.33 -0.17 0.083
H -1.459 1.727 -0.027 0.45 -0.05 0.23 0.115